1.
Entry from the Open Molecules 2025 dataset: an isolated molecule of C2H3BrS at a distorted geometry (ωB97M-V/def2-TZVPD).

For the HOMO-LUMO gap, the calculation gives 7.13 eV. The value obtained for the HOMO energy is -9.665 eV. For the relative energy (zero: lowest compared OMol25 entry of this formula, charge and spin), the calculation gives 30.3 kcal/mol. The structure (SMILES) is C=CSBr. The net charge is 0. For the electronic energy, the calculation gives -3050.12937 Ha. For the LUMO energy, the calculation gives -2.53 eV.

Atoms and positions in Å:
1 C 1.010 -0.060 -0.530
2 C 0.182 0.131 0.501
3 S -1.023 -1.180 0.796
4 Br -2.900 0.554 -0.045
5 H 1.846 0.612 -0.928
6 H 0.780 -1.007 -1.010
7 H 0.104 0.950 1.217

---

2.
Entry from the Open Molecules 2025 dataset: an isolated molecule of C2H3Cl2FSi at a distorted geometry (ωB97M-V/def2-TZVPD).

For the HOMO-LUMO gap, the calculation gives 11.54 eV. The value obtained for the HOMO energy is -10.859 eV. For the relative energy (zero: lowest compared OMol25 entry of this formula, charge and spin), the calculation gives 0.0 kcal/mol. The structure (SMILES) is C=C[Si](F)(Cl)Cl. The net charge is 0. For the electronic energy, the calculation gives -1387.89742 Ha. For the LUMO energy, the calculation gives 0.68 eV.

Atoms and positions in Å:
1 C -1.603 -0.032 -0.244
2 C -0.510 0.021 0.522
3 Si 1.276 -0.093 -0.103
4 F 1.279 -0.079 -1.719
5 Cl 2.374 1.619 0.545
6 Cl 2.232 -1.775 0.382
7 H -2.475 0.329 0.301
8 H -1.785 -0.332 -1.227
9 H -0.789 0.341 1.542

---

3.
Entry from the Open Molecules 2025 dataset: an isolated molecule of C2H3Cl2N2P at a distorted geometry (ωB97M-V/def2-TZVPD).

For the HOMO-LUMO gap, the calculation gives 8.65 eV. The value obtained for the HOMO energy is -10.324 eV. For the relative energy (zero: lowest compared OMol25 entry of this formula, charge and spin), the calculation gives 70.6 kcal/mol. The structure (SMILES) is [H]/N=C\C(Cl)(Cl)/N=P/[H]. The net charge is 0. For the electronic energy, the calculation gives -1449.18299 Ha. For the LUMO energy, the calculation gives -1.68 eV.

Atoms and positions in Å:
1 H 1.675 -1.524 -0.726
2 N 1.887 -1.157 0.201
3 C 0.799 -0.741 0.698
4 C -0.474 -0.296 -0.012
5 Cl -0.947 -1.496 -1.354
6 Cl -1.941 -0.554 1.275
7 N -0.257 0.943 -0.566
8 P -1.153 2.197 -0.266
9 H -0.296 3.181 -1.013
10 H 0.707 -0.554 1.763

---

4.
Entry from the Open Molecules 2025 dataset: a cluster of 2 separate species, C2H3Cl2NO2 in total at a distorted geometry (ωB97M-V/def2-TZVPD).

For the HOMO-LUMO gap, the calculation gives 10.04 eV. The value obtained for the HOMO energy is -10.588 eV. For the relative energy (zero: lowest compared OMol25 entry of this formula, charge and spin), the calculation gives 101.8 kcal/mol. The structure (SMILES) is C=C(Cl)[N+](=O)[O-].Cl. The net charge is 0. For the electronic energy, the calculation gives -1203.48938 Ha. For the LUMO energy, the calculation gives -0.55 eV.

Atoms and positions in Å:
1 C -0.258 1.437 -1.216
2 C 0.011 0.214 -0.822
3 Cl 0.798 -0.304 0.558
4 N -0.714 -0.917 -1.459
5 O -1.266 -0.653 -2.506
6 O -0.622 -1.963 -0.893
7 H 0.314 2.203 -0.606
8 H -0.806 1.600 -2.174
9 Cl 1.293 -0.778 3.891
10 H 1.249 -0.839 5.228

---

5.
Entry from the Open Molecules 2025 dataset: an isolated molecule of C2H3Cl2O2P at a distorted geometry (ωB97M-V/def2-TZVPD).

For the HOMO-LUMO gap (alpha / beta), the calculation gives 8.12 / 8.14 eV. The value obtained for the HOMO energy (alpha / beta) is -8.070 / -7.984 eV. For the relative energy (zero: lowest compared OMol25 entry of this formula, charge and spin), the calculation gives 134.0 kcal/mol. The net charge is 0. For the electronic energy, the calculation gives -1490.06694 Ha. For the LUMO energy (alpha / beta), the calculation gives 0.05 / 0.16 eV.

Atoms and positions in Å:
1 C -0.627 0.790 -0.785
2 C 0.358 1.084 1.214
3 O 0.290 -0.279 -0.977
4 O -0.592 1.368 0.343
5 P 0.015 -1.748 -0.248
6 Cl -2.187 0.689 -1.437
7 Cl 0.427 2.321 2.482
8 H 1.097 0.330 1.057
9 H 1.520 -2.109 -0.197
10 H -0.302 -2.446 -1.452

---

6.
Entry from the Open Molecules 2025 dataset: a cluster of 2 separate species, C2H3Cl3NO in total at a distorted geometry (ωB97M-V/def2-TZVPD).

For the HOMO-LUMO gap (alpha / beta), the calculation gives 6.04 / 6.04 eV. The value obtained for the HOMO energy (alpha / beta) is -2.555 / -2.554 eV. For the relative energy (zero: lowest compared OMol25 entry of this formula, charge and spin), the calculation gives 25.8 kcal/mol. The net charge is -1. For the electronic energy, the calculation gives -1588.50046 Ha. For the LUMO energy (alpha / beta), the calculation gives 3.49 / 3.49 eV.

Atoms and positions in Å:
1 C -0.853 -0.388 -0.305
2 C 1.344 -0.139 -0.021
3 N -1.493 0.601 0.260
4 O -1.902 1.688 -0.295
5 Cl 1.817 -1.683 0.824
6 Cl 2.258 -0.143 -1.570
7 Cl 1.960 1.190 0.976
8 H -0.790 -1.324 0.224
9 H -0.794 -0.390 -1.383
10 H -1.549 0.588 1.292

---

7.
Entry from the Open Molecules 2025 dataset: a cluster of 2 separate species, C2H3ClF2 in total at a distorted geometry (ωB97M-V/def2-TZVPD).

For the HOMO-LUMO gap (alpha / beta), the calculation gives 9.43 / 8.77 eV. The value obtained for the HOMO energy (alpha / beta) is -8.755 / -8.753 eV. For the relative energy (zero: lowest compared OMol25 entry of this formula, charge and spin), the calculation gives 101.7 kcal/mol. The net charge is 0. For the electronic energy, the calculation gives -737.77856 Ha. For the LUMO energy (alpha / beta), the calculation gives 0.68 / 0.01 eV.

Atoms and positions in Å:
1 C -0.893 -0.419 1.035
2 C 0.908 0.267 -1.048
3 F 0.729 -0.601 -2.001
4 F 0.531 1.534 -1.346
5 Cl -1.358 1.093 1.790
6 H -1.616 -1.079 0.651
7 H -0.073 -0.994 1.452
8 H 1.772 0.199 -0.533

---

8.
Entry from the Open Molecules 2025 dataset: an isolated molecule of C2H3ClF2N2 at a distorted geometry (ωB97M-V/def2-TZVPD).

For the HOMO-LUMO gap, the calculation gives 10.47 eV. The value obtained for the HOMO energy is -9.735 eV. For the relative energy (zero: lowest compared OMol25 entry of this formula, charge and spin), the calculation gives 27.2 kcal/mol. The structure (SMILES) is N/N=C\C(F)(F)Cl. The net charge is 0. For the electronic energy, the calculation gives -847.40434 Ha. For the LUMO energy, the calculation gives 0.73 eV.

Atoms and positions in Å:
1 N 0.341 -1.265 1.065
2 N 1.207 -0.717 0.183
3 C 0.740 0.165 -0.607
4 C -0.645 0.801 -0.583
5 F -0.622 1.916 -1.344
6 F -1.086 1.243 0.643
7 Cl -1.879 -0.365 -1.222
8 H 0.894 -1.696 1.804
9 H -0.439 -0.663 1.376
10 H 1.488 0.580 -1.315

---

Number 6 is which compound?
C2H3Cl3NO

---

Which value of net charge does entry 5 give?
0

---

What is the electronic energy in the seventh record?
-737.77856 Ha